Density functional theory data (ωB97M-V with the def2-TZVPD basis set) for a structure of composition C21H41BClCrN6O8PS3.

Properties
**DFT total energy**: -131176.1225 eV
**Molecular weight**: 731.03 g mol⁻¹
**Energy above the lowest of the compared OMol25 structures with the same formula, charge and spin**: 3.29 kcal per mole
**Multiplicity**: 5
**HOMO level (spin up / spin down)**: -7.307 / -7.523 eV
**⟨S²⟩**: 6.025

Structure (XYZ):
```
83
C21H41BClCrN6O8PS3 (ωB97M-V with the def2-TZVPD basis set)
Cr -0.792 0.354 -0.130
C -0.190 1.807 -4.499
N 0.277 2.753 -3.503
C 1.377 3.576 -3.637
C 1.491 4.247 -2.474
N 0.467 3.847 -1.635
B 0.208 4.467 -0.214
N 1.054 3.696 0.877
C 2.350 4.029 1.224
C 2.694 3.319 2.319
N 1.596 2.551 2.645
C 1.514 1.633 3.768
C 0.610 2.777 1.752
S -0.921 1.982 1.771
C -0.277 2.934 -2.280
S -1.676 2.109 -1.721
H 0.666 1.441 -5.063
H -0.904 2.273 -5.178
H -0.677 0.984 -3.983
H 1.971 3.599 -4.534
H 2.203 4.996 -2.172
H 0.635 5.604 -0.244
H -0.952 4.378 0.057
H 2.907 4.767 0.675
H 3.602 3.294 2.896
H 2.344 1.843 4.439
H 1.569 0.603 3.425
H 0.574 1.787 4.292
O 1.007 -1.870 2.464
Cl 1.895 -1.417 1.407
O 1.660 -2.233 0.225
O 3.270 -1.505 1.821
O 1.571 -0.018 1.103
C 1.811 -1.555 -4.046
C 2.787 -1.132 -2.956
S 2.428 0.556 -2.468
O 1.102 0.524 -1.754
C 3.736 0.796 -1.243
C 4.756 1.814 -1.743
H 1.931 -2.616 -4.275
H 1.969 -0.991 -4.968
H 0.782 -1.391 -3.719
H 3.825 -1.149 -3.298
H 2.685 -1.725 -2.048
H 4.188 -0.168 -1.008
H 3.198 1.145 -0.363
H 5.296 1.449 -2.620
H 5.487 2.025 -0.963
H 4.265 2.750 -2.017
C -2.393 -4.665 2.497
C -1.346 -3.899 1.722
O -1.960 -2.799 1.021
P -1.776 -1.254 1.464
O -1.871 -1.471 3.048
C -1.168 -0.742 4.084
C -1.863 -1.048 5.388
O -3.218 -0.657 1.063
C -4.481 -1.111 1.579
C -5.160 -2.029 0.587
H -1.926 -5.488 3.042
H -3.150 -5.079 1.827
H -2.885 -4.006 3.213
H -0.889 -4.527 0.957
H -0.555 -3.537 2.374
H -1.190 0.319 3.851
H -0.133 -1.078 4.092
H -2.876 -0.641 5.399
H -1.303 -0.606 6.215
H -1.920 -2.126 5.550
H -5.072 -0.212 1.744
H -4.327 -1.600 2.541
H -5.288 -1.525 -0.372
H -6.145 -2.314 0.964
H -4.567 -2.930 0.426
N -1.458 -3.108 -2.466
C -2.539 -2.374 -2.920
C -2.432 -1.163 -2.322
N -1.308 -1.154 -1.514
C -0.756 -2.341 -1.620
H -1.242 -4.059 -2.703
H -3.259 -2.771 -3.614
H -3.058 -0.293 -2.418
H 0.142 -2.653 -1.104
```



Density functional theory data (ωB97M-V with the def2-TZVPD basis set) for a structure of composition C21H41BeN2Sb2.

Properties
**DFT total energy**: -38889.2819 eV
**Net charge**: +1
**Molecular weight**: 574.11 g mol⁻¹
**Energy above the lowest of the compared OMol25 structures with the same formula, charge and spin**: 1.09 kcal per mole
**Multiplicity**: 1
**HOMO level (spin up / spin down)**: -7.828 / -7.829 eV

Structure (XYZ):
```
67
C21H41BeN2Sb2 (ωB97M-V with the def2-TZVPD basis set)
Be 0.095 1.645 -0.103
C 0.946 0.094 3.398
Sb -0.580 0.536 1.898
C -1.368 2.210 3.000
C -2.091 -0.878 2.650
C -1.661 -2.297 2.611
C -0.928 -2.788 3.690
C -0.460 -4.087 3.729
C -0.717 -4.930 2.663
C -1.476 -4.474 1.605
C -1.983 -3.177 1.565
C -2.860 -2.800 0.437
Sb -1.867 -1.531 -1.058
C -3.264 -2.023 -2.635
C -0.502 -3.124 -1.624
H 0.516 0.174 4.389
H 1.773 0.798 3.340
H 1.327 -0.914 3.273
H -1.432 1.992 4.064
H -2.356 2.469 2.632
H -0.722 3.070 2.849
H -2.991 -0.697 2.068
H -2.272 -0.562 3.679
H -0.742 -2.136 4.531
H 0.083 -4.443 4.592
H -0.358 -5.947 2.676
H -1.711 -5.152 0.796
H -3.731 -2.240 0.767
H -3.198 -3.688 -0.095
H -3.691 -3.015 -2.508
H -2.740 -1.969 -3.582
H -4.060 -1.286 -2.645
H -1.068 -3.969 -1.997
H 0.077 -3.443 -0.763
H 0.164 -2.784 -2.410
C 0.702 3.060 -3.045
C -0.745 2.809 -2.613
C -1.475 4.153 -2.715
C -1.393 1.828 -3.605
C -0.853 2.212 -1.219
H 0.728 3.449 -4.060
H 1.275 2.133 -3.033
H 1.170 3.791 -2.388
H -1.436 4.542 -3.732
H -1.017 4.875 -2.043
H -2.516 4.034 -2.436
H -1.381 2.219 -4.619
H -2.424 1.645 -3.319
H -0.868 0.873 -3.590
H -1.912 2.281 -0.953
N 4.680 0.884 0.071
C 3.883 -0.260 -0.454
C 2.407 -0.065 -0.066
N 1.886 1.207 -0.487
C 2.695 2.315 -0.056
C 4.166 2.174 -0.465
H 5.672 0.766 -0.159
H 4.601 0.900 1.095
H 4.269 -1.189 -0.031
H 4.006 -0.288 -1.539
H 2.315 -0.138 1.025
H 1.809 -0.864 -0.511
H 1.677 1.249 -1.478
H 2.623 2.385 1.034
H 2.276 3.225 -0.482
H 4.755 2.998 -0.062
H 4.272 2.162 -1.551
```



Density functional theory data (ωB97M-V with the def2-TZVPD basis set) for a cluster of 8 separate species, C21H41Br10N3O in total.

Properties
**DFT total energy**: -729382.7958 eV
**Net charge**: -1
**Molecular weight**: 1150.62 g mol⁻¹
**Energy above the lowest of the compared OMol25 structures with the same formula, charge and spin**: 0.00 kcal per mole
**Multiplicity**: 2
**HOMO level (spin up / spin down)**: -0.281 / -6.081 eV
**⟨S²⟩**: 0.755

Structure (XYZ):
```
76
C21H41Br10N3O (ωB97M-V with the def2-TZVPD basis set)
C 0.249 3.489 -0.490
O 0.877 2.395 -0.605
N 0.577 4.622 -1.037
C -0.296 5.774 -0.923
C 1.654 4.655 -1.985
H -0.730 3.526 0.012
H -0.584 6.053 0.091
H -1.256 5.499 -1.360
H 0.138 6.683 -1.341
H 1.743 5.640 -2.444
H 2.607 4.460 -1.494
H 1.462 3.870 -2.717
C -0.094 4.702 5.156
C 0.673 3.385 5.241
C -0.163 2.152 5.492
C -1.101 1.961 4.356
N -1.859 1.885 3.516
H -0.952 4.566 4.497
H 0.780 5.148 4.683
H -0.362 5.140 6.118
H 1.437 3.441 6.016
H 1.116 3.191 4.263
H -0.894 2.190 6.300
H 0.476 1.286 5.669
C -3.899 -0.955 -5.228
C -3.858 0.044 -4.024
C -3.469 1.492 -4.243
C -3.305 2.252 -3.042
N -3.269 2.990 -2.130
H -2.898 -1.147 -5.615
H -4.461 -0.731 -6.134
H -4.515 -1.783 -4.878
H -3.256 -0.402 -3.232
H -4.871 0.046 -3.621
H -4.119 1.944 -4.992
H -2.527 1.301 -4.757
Br 2.655 -2.482 -0.183
C 2.258 -4.188 -1.127
C 3.120 -4.193 -2.505
Br 3.029 -5.866 -3.613
H 1.170 -4.187 -1.195
H 2.521 -4.944 -0.387
H 4.184 -4.021 -2.347
H 2.647 -3.435 -3.130
Br -1.776 -0.509 -0.669
C -0.988 -0.632 1.193
C 0.394 -0.003 1.313
Br 1.363 -0.426 3.038
H -0.849 -1.658 1.533
H -1.702 -0.202 1.895
H 0.259 1.078 1.275
H 1.082 -0.347 0.541
Br -0.355 -5.169 1.036
C -2.143 -5.272 0.273
C -3.220 -4.545 1.092
Br -4.900 -4.525 -0.003
H -2.326 -6.331 0.089
H -2.091 -4.772 -0.694
H -2.957 -3.532 1.396
H -3.476 -5.093 1.998
Br 3.747 -6.151 3.663
C 4.178 -4.243 3.757
C 2.949 -3.406 3.950
Br 2.083 -3.579 5.743
H 4.432 -4.090 2.708
H 4.914 -3.940 4.501
H 2.254 -3.708 3.166
H 3.201 -2.363 3.757
Br 0.795 2.247 -4.894
C 0.873 0.707 -3.617
C 2.177 0.682 -2.898
Br 3.684 0.153 -4.150
H 1.051 -0.233 -4.139
H -0.007 0.827 -2.985
H 2.200 -0.021 -2.066
H 2.518 1.608 -2.435
```



Density functional theory data (ωB97M-V with the def2-TZVPD basis set) for a structure of composition C21H41IN4O5PReS.

Properties
**DFT total energy**: -68989.4779 eV
**Net charge**: +1
**Molecular weight**: 805.73 g mol⁻¹
**Energy above the lowest of the compared OMol25 structures with the same formula, charge and spin**: 0.00 kcal per mole
**Multiplicity**: 4
**HOMO level (spin up / spin down)**: -10.428 / -10.424 eV
**⟨S²⟩**: 3.778

Structure (XYZ):
```
75
C21H41IN4O5PReS (ωB97M-V with the def2-TZVPD basis set)
Re -0.012 0.762 -0.099
N 1.336 2.474 0.251
C 2.526 2.393 -0.657
C 2.707 0.944 -1.089
O 3.654 0.651 -1.783
O 1.786 0.088 -0.644
H 0.888 3.385 0.008
H 1.636 2.557 1.226
H 3.442 2.722 -0.182
H 2.304 3.079 -1.464
C -0.089 -1.049 -5.682
N -0.607 -1.146 -4.369
C -2.024 -1.333 -4.328
C -0.196 -0.288 -3.321
C -0.626 1.145 -3.143
C -0.683 1.932 -4.308
C -0.914 3.337 -4.180
C -1.032 3.908 -2.942
C -0.774 3.120 -1.831
C -0.552 1.765 -1.862
H 0.145 -2.053 -6.093
H 0.812 -0.401 -5.687
H -0.779 -0.581 -6.477
H -2.247 -1.752 -5.268
H -2.590 -0.399 -4.377
H -2.359 -2.002 -3.591
H 0.896 -0.200 -3.368
H -0.402 -0.777 -2.374
H -0.614 1.460 -5.254
H -1.081 3.919 -5.075
H -1.065 5.042 -2.797
H -0.820 3.611 -0.864
C 3.854 -1.641 3.085
C 3.023 -1.073 1.953
O 1.729 -1.037 2.535
P 0.547 -0.046 2.265
O -0.621 -0.819 3.023
C -0.459 -1.723 4.165
C -1.833 -2.433 4.297
O 0.987 1.259 3.010
C 1.390 1.224 4.396
C 0.256 1.737 5.176
H 4.827 -1.934 2.767
H 3.403 -2.549 3.482
H 3.927 -0.913 3.924
H 2.952 -1.764 1.094
H 3.327 -0.128 1.554
H -0.276 -1.130 5.026
H 0.387 -2.467 3.897
H -2.581 -1.745 4.003
H -2.109 -2.890 5.322
H -1.810 -3.207 3.569
H 2.295 1.816 4.525
H 1.598 0.168 4.684
H -0.654 1.242 4.890
H 0.134 2.767 4.967
H 0.494 1.699 6.253
I -4.150 0.956 -1.150
C -3.098 2.399 0.083
H -2.680 3.100 -0.626
H -3.844 2.860 0.691
C 1.193 -2.671 -0.987
N -0.148 -2.381 -0.576
C -0.811 -1.291 -0.226
S -1.808 1.674 1.218
N -2.008 -1.470 0.198
C -2.776 -2.659 0.537
H 1.416 -3.761 -0.831
H 1.934 -2.115 -0.454
H 1.262 -2.536 -2.057
H -0.614 -3.263 -0.381
H -2.399 -0.554 0.507
H -2.134 -3.568 0.912
H -3.246 -3.072 -0.362
H -3.540 -2.374 1.270
```



Density functional theory data (ωB97M-V with the def2-TZVPD basis set) for a structure of composition C21H42As2NiOP2S.

Properties
**DFT total energy**: -216635.7628 eV
**Molecular weight**: 613.12 g mol⁻¹
**Energy above the lowest of the compared OMol25 structures with the same formula, charge and spin**: 22.90 kcal per mole
**Multiplicity**: 1
**HOMO level (spin up / spin down)**: -6.119 / -6.158 eV

Structure (XYZ):
```
70
C21H42As2NiOP2S (ωB97M-V with the def2-TZVPD basis set)
Ni 0.665 0.344 0.240
C 0.324 4.223 -0.613
As 0.538 2.761 0.678
C 2.234 3.400 1.417
C -0.685 3.342 2.105
C -0.174 3.744 3.339
C -1.008 3.995 4.419
C -2.377 3.841 4.280
C -2.898 3.452 3.054
C -2.073 3.201 1.962
As -2.839 2.669 0.226
C -4.502 3.713 0.318
C -3.612 0.950 0.761
H 0.263 5.185 -0.105
H -0.568 4.059 -1.212
H 1.197 4.210 -1.266
H 2.187 4.453 1.697
H 2.981 3.260 0.637
H 2.529 2.792 2.270
H 0.894 3.857 3.473
H -0.585 4.305 5.366
H -3.039 4.024 5.118
H -3.971 3.338 2.957
H -5.123 3.447 1.172
H -5.066 3.521 -0.595
H -4.264 4.776 0.360
H -4.103 1.021 1.733
H -2.816 0.206 0.785
H -4.340 0.650 0.007
C -0.845 0.069 3.335
P 0.204 -0.736 2.065
C 1.651 -1.145 3.119
C -0.700 -2.349 1.982
C -0.424 -3.219 0.757
P 1.328 -3.802 0.553
C 1.518 -3.494 -1.251
C 1.057 -5.625 0.518
H -1.047 -0.613 4.165
H -1.789 0.388 2.895
H -0.343 0.959 3.717
H 2.182 -0.220 3.351
H 2.322 -1.820 2.588
H 1.340 -1.624 4.051
H -1.761 -2.078 1.984
H -0.518 -2.897 2.914
H -0.676 -2.652 -0.139
H -1.078 -4.095 0.782
H 2.506 -3.815 -1.589
H 1.402 -2.423 -1.431
H 0.759 -4.023 -1.833
H 1.984 -6.129 0.240
H 0.275 -5.907 -0.191
H 0.775 -5.973 1.513
C -0.607 -0.029 -0.957
H -1.234 0.778 -1.365
H -1.210 -0.945 -1.063
O 2.747 0.550 0.423
S 3.417 -0.772 0.110
C 4.094 -0.548 -1.573
C 5.613 -0.417 -1.472
C 5.904 0.188 -0.101
C 5.057 -0.629 0.865
H 3.610 0.376 -1.892
H 3.750 -1.360 -2.211
H 6.007 0.186 -2.289
H 6.079 -1.404 -1.539
H 5.589 1.233 -0.070
H 6.963 0.146 0.155
H 4.901 -0.186 1.847
H 5.442 -1.645 0.985
```



Density functional theory data (ωB97M-V with the def2-TZVPD basis set) for a cluster of 6 separate species, C21H42Cl2O12 in total.

Properties
**DFT total energy**: -72074.1372 eV
**Molecular weight**: 557.46 g mol⁻¹
**Energy above the lowest of the compared OMol25 structures with the same formula, charge and spin**: 0.00 kcal per mole
**Multiplicity**: 1
**Structure (SMILES)**: CCOC(=O)OC.CCOC(=O)OC.CCOC(C)=O.CCOC(C)=O.CCOC(C)=O.ClCCl
**HOMO level**: -10.256 eV

Structure (XYZ):
```
77
C21H42Cl2O12 (ωB97M-V with the def2-TZVPD basis set)
C -1.496 0.693 0.080
Cl -1.748 1.478 1.636
Cl -0.166 1.422 -0.827
H -1.331 -0.372 0.216
H -2.389 0.784 -0.529
C 3.777 -4.277 -7.222
C 3.894 -2.788 -6.969
O 3.327 -2.452 -5.698
C 2.529 -1.380 -5.655
O 2.096 -0.766 -6.587
O 2.273 -1.115 -4.374
C 1.588 0.114 -4.140
H 4.426 -4.848 -6.561
H 4.074 -4.462 -8.256
H 2.744 -4.604 -7.116
H 3.392 -2.249 -7.770
H 4.944 -2.492 -6.955
H 1.279 0.128 -3.098
H 0.735 0.176 -4.810
H 2.286 0.947 -4.236
C 3.285 1.370 -0.336
C 2.864 0.552 0.852
O 3.393 1.031 2.088
C 2.657 1.925 2.737
O 1.705 2.514 2.310
O 3.169 2.075 3.958
C 2.448 2.841 4.886
H 2.969 2.411 -0.222
H 2.937 0.973 -1.286
H 4.377 1.427 -0.376
H 3.272 -0.459 0.745
H 1.791 0.379 0.902
H 2.548 2.398 5.873
H 1.380 2.879 4.655
H 2.806 3.872 4.890
O -3.656 -2.088 0.424
C -3.768 -2.451 1.567
O -4.339 -3.606 1.939
C -4.879 -4.440 0.911
C -3.985 -5.641 0.727
C -3.298 -1.650 2.748
H -5.055 -3.881 -0.005
H -5.876 -4.715 1.270
H -3.788 -6.117 1.686
H -3.024 -5.271 0.351
H -4.343 -6.370 0.006
H -2.661 -2.214 3.425
H -4.150 -1.216 3.274
H -2.755 -0.785 2.368
O 3.316 -1.936 4.244
C 3.255 -0.998 4.988
O 2.100 -0.443 5.407
C 0.909 -1.004 4.860
C 0.582 -0.353 3.529
C 4.454 -0.252 5.516
H 0.100 -0.908 5.586
H 0.981 -2.089 4.735
H 1.391 -0.501 2.819
H 0.361 0.698 3.703
H -0.283 -0.851 3.084
H 5.230 -0.967 5.773
H 4.195 0.352 6.385
H 4.784 0.451 4.752
O -3.878 5.861 -2.063
C -3.990 4.938 -1.288
O -3.526 3.709 -1.512
C -2.846 3.461 -2.737
C -3.744 3.493 -3.971
C -4.683 5.080 0.033
H -2.355 2.496 -2.667
H -2.074 4.226 -2.857
H -3.131 3.637 -4.860
H -4.501 4.270 -3.920
H -4.274 2.543 -4.075
H -4.151 5.775 0.677
H -4.816 4.140 0.564
H -5.665 5.491 -0.201
```



- Among the records above, which one has the lowest molecular weight?
  C21H42Cl2O12



- multiplicity of number 6 (C21H42Cl2O12)?
  1



- What is the formula in the first record?
  C21H41BClCrN6O8PS3



- Which formula does entry 6 have?
  C21H42Cl2O12